Entry 1:
This record from the Open Molecules 2025 dataset describes C17H25F3N4O3 in the gas phase. The level of theory is ωB97M-V with the def2-TZVPD basis set.

Output
Energy relative to the best compared isomer or geometry (same formula, charge and spin), eV: 0.625
Structure (SMILES): CCCNC(=O)[C@H](c1n[nH]cc1C)N1CC[C@@H](C(F)(F)F)C[C@H]1C(=O)OC
Energy, Eh: -1407.1807
Molar mass, g/mol: 390.4
HOMO energy, eV: -8.615
F_max, hartree/bohr: 0.0024

Each atom is followed by the atoms it is bonded to, with distances in Å.
Cartesian coordinates (Å):
1 C -2.5966 3.2004 -0.9091  C2 1.523, H28 1.090, H29 1.092, H30 1.091
2 C -3.4001 2.4326 0.1322  C1 1.523, C3 1.525, H31 1.095, H32 1.093
3 C -3.4794 0.9392 -0.1671  C2 1.525, N4 1.453, H33 1.092, H34 1.089
4 N -2.1801 0.2910 -0.1261  C3 1.453, C5 1.355, H35 1.003
5 C -1.5136 -0.0869 -1.2433  N4 1.355, O6 1.216, C7 1.544
6 O -1.9402 0.0961 -2.3676  C5 1.216
7 C -0.1246 -0.7370 -1.0646  C5 1.544, C8 1.500, N14 1.468, H36 1.087
8 C -0.2089 -2.2042 -1.3673  C7 1.500, N9 1.322, C12 1.413
9 N -1.3009 -2.9063 -1.1166  C8 1.322, N10 1.336
10 N -0.9902 -4.1535 -1.4832  N9 1.336, C11 1.353, H37 1.004
11 C 0.2739 -4.2621 -1.9534  N10 1.353, C12 1.373, H38 1.077
12 C 0.8279 -3.0074 -1.8942  C8 1.413, C11 1.373, C13 1.495
13 C 2.1936 -2.5579 -2.3019  C12 1.495, H39 1.090, H40 1.092, H41 1.091
14 N 0.5989 -0.4980 0.1899  C7 1.468, C15 1.469, C23 1.468
15 C 0.1950 -1.3964 1.2792  N14 1.469, C16 1.514, H42 1.100, H43 1.092
16 C 0.6969 -0.9871 2.6482  C15 1.514, C17 1.521, H44 1.090, H45 1.093
17 C 0.3731 0.4807 2.8772  C16 1.521, C18 1.510, C22 1.518, H46 1.097
18 C 0.6498 0.9052 4.2995  C17 1.510, F19 1.345, F20 1.346, F21 1.347
19 F 1.9351 0.7181 4.6485  C18 1.345
20 F 0.3720 2.2072 4.4956  C18 1.346
21 F -0.1006 0.2096 5.1755  C18 1.347
22 C 1.2082 1.2818 1.8950  C17 1.518, C23 1.532, H47 1.089, H48 1.090
23 C 0.9144 0.9141 0.4368  N14 1.468, C22 1.532, C24 1.539, H49 1.101
24 C 2.1327 1.3737 -0.3831  C23 1.539, O25 1.204, O26 1.339
25 O 3.0792 1.9593 0.0754  C24 1.204
26 O 2.0112 1.1141 -1.6913  C24 1.339, C27 1.435
27 C 3.1131 1.5413 -2.5046  O26 1.435, H50 1.085, H51 1.088, H52 1.088
28 H -2.5585 4.2641 -0.6729  C1 1.090
29 H -1.5702 2.8333 -0.9667  C1 1.092
30 H -3.0344 3.0824 -1.9012  C1 1.091
31 H -2.9658 2.5789 1.1272  C2 1.095
32 H -4.4195 2.8244 0.1815  C2 1.093
33 H -4.1414 0.4413 0.5444  C3 1.092
34 H -3.8759 0.7740 -1.1683  C3 1.089
35 H -1.7698 0.0882 0.7667  N4 1.003
36 H 0.4530 -0.2877 -1.8678  C7 1.087
37 H -1.6844 -4.8743 -1.4062  N10 1.004
38 H 0.6735 -5.2035 -2.2926  C11 1.077
39 H 2.8681 -3.4054 -2.4203  C13 1.090
40 H 2.1663 -2.0176 -3.2508  C13 1.092
41 H 2.6178 -1.8876 -1.5527  C13 1.091
42 H -0.8977 -1.5066 1.3331  C15 1.100
43 H 0.5668 -2.3950 1.0426  C15 1.092
44 H 0.2272 -1.6284 3.3942  C16 1.090
45 H 1.7788 -1.1209 2.7215  C16 1.093
46 H -0.6993 0.6601 2.7329  C17 1.097
47 H 1.0589 2.3542 2.0118  C22 1.089
48 H 2.2596 1.0892 2.1076  C22 1.090
49 H 0.0819 1.5465 0.0906  C23 1.101
50 H 2.8534 1.2537 -3.5185  C27 1.085
51 H 3.2414 2.6192 -2.4299  C27 1.088
52 H 4.0305 1.0501 -2.1857  C27 1.088


Entry 2:
This record from the Open Molecules 2025 dataset describes a 8-piece molecular cluster, C44H48FNO3S overall at a distorted geometry. The level of theory is ωB97M-V with the def2-TZVPD basis set.

Output
Structure (SMILES): COCNS(=O)(=O)F.c1ccccc1.c1ccccc1.c1ccccc1.c1ccccc1.c1ccccc1.c1ccccc1.c1ccccc1
Energy, Eh: -2483.9156
Molar mass, g/mol: 689.9
HOMO energy, eV: -9.185
F_max, hartree/bohr: 0.0233

Each atom is followed by the atoms it is bonded to, with distances in Å.
Cartesian coordinates (Å):
1 C -4.3422 -0.4893 -0.6144  O2 1.418, H9 1.094, H10 1.087, H11 1.095
2 O -3.8726 -1.7156 -0.0785  C1 1.418, C3 1.404
3 C -3.8144 -1.7154 1.3239  O2 1.404, N4 1.447, H12 1.095, H13 1.096
4 N -2.9957 -2.8079 1.8027  C3 1.447, S5 1.647, H14 1.014
5 S -1.3790 -2.8442 1.4903  N4 1.647, O6 1.415, O7 1.416, F8 1.548
6 O -0.6641 -2.4037 2.6288  S5 1.415
7 O -1.0638 -4.0873 0.8904  S5 1.416
8 F -1.1943 -1.7202 0.4414  S5 1.548
9 H -5.4166 -0.3789 -0.4433  C1 1.094
10 H -4.1368 -0.4980 -1.6819  C1 1.087
11 H -3.8093 0.3605 -0.1744  C1 1.095
12 H -3.4269 -0.7709 1.7206  C3 1.095
13 H -4.8155 -1.8684 1.7425  C3 1.096
14 H -3.3866 -3.7195 1.5907  N4 1.014
15 C 2.4296 2.5865 1.9883  C16 1.388, C20 1.389, H21 1.083
16 C 1.7146 3.2676 1.0125  C15 1.388, C17 1.388, H22 1.083
17 C 0.6288 2.6601 0.3976  C16 1.388, C18 1.388, H23 1.083
18 C 0.2634 1.3689 0.7530  C17 1.388, C19 1.389, H24 1.083
19 C 0.9802 0.6844 1.7260  C18 1.389, C20 1.388, H25 1.083
20 C 2.0630 1.2951 2.3429  C15 1.389, C19 1.388, H26 1.083
21 H 3.2739 3.0602 2.4737  C15 1.083
22 H 2.0021 4.2729 0.7297  C16 1.083
23 H 0.0717 3.1941 -0.3618  C17 1.083
24 H -0.5825 0.8940 0.2705  C18 1.083
25 H 0.6962 -0.3231 2.0030  C19 1.083
26 H 2.6230 0.7666 3.1040  C20 1.083
27 C -4.2734 -5.2208 -2.7670  C28 1.388, C32 1.388, H33 1.083
28 C -4.4305 -6.4630 -3.3662  C27 1.388, C29 1.389, H34 1.083
29 C -3.7458 -7.5643 -2.8697  C28 1.389, C30 1.388, H35 1.083
30 C -2.9028 -7.4241 -1.7758  C29 1.388, C31 1.389, H36 1.083
31 C -2.7430 -6.1810 -1.1777  C30 1.389, C32 1.388, H37 1.082
32 C -3.4291 -5.0812 -1.6736  C27 1.388, C31 1.388, H38 1.084
33 H -4.8079 -4.3619 -3.1529  C27 1.083
34 H -5.0866 -6.5730 -4.2208  C28 1.083
35 H -3.8677 -8.5338 -3.3370  C29 1.083
36 H -2.3678 -8.2829 -1.3910  C30 1.083
37 H -2.0760 -6.0610 -0.3341  C31 1.082
38 H -3.2966 -4.1097 -1.2117  C32 1.084
39 C 5.0986 0.3716 4.5787  C40 1.388, C44 1.388, H45 1.083
40 C 4.4208 0.1484 5.7692  C39 1.388, C41 1.388, H46 1.083
41 C 4.6520 0.9708 6.8634  C40 1.388, C42 1.388, H47 1.082
42 C 5.5606 2.0156 6.7670  C41 1.388, C43 1.388, H48 1.083
43 C 6.2383 2.2381 5.5761  C42 1.388, C44 1.388, H49 1.083
44 C 6.0069 1.4166 4.4817  C39 1.388, C43 1.388, H50 1.082
45 H 4.9169 -0.2672 3.7234  C39 1.083
46 H 3.7119 -0.6665 5.8442  C40 1.083
47 H 4.1233 0.7974 7.7919  C41 1.082
48 H 5.7400 2.6573 7.6201  C42 1.083
49 H 6.9478 3.0531 5.5022  C43 1.083
50 H 6.5343 1.5883 3.5526  C44 1.082
51 C -3.0939 5.6339 1.0028  C52 1.388, C56 1.388, H57 1.083
52 C -2.0673 4.8747 1.5478  C51 1.388, C53 1.388, H58 1.083
53 C -0.9570 5.5007 2.0972  C52 1.388, C54 1.388, H59 1.082
54 C -0.8728 6.8863 2.0997  C53 1.388, C55 1.389, H60 1.083
55 C -1.8977 7.6458 1.5509  C54 1.389, C56 1.388, H61 1.083
56 C -3.0084 7.0197 1.0028  C51 1.388, C55 1.388, H62 1.082
57 H -3.9611 5.1460 0.5756  C51 1.083
58 H -2.1271 3.7934 1.5414  C52 1.083
59 H -0.1557 4.9066 2.5175  C53 1.082
60 H -0.0065 7.3746 2.5279  C54 1.083
61 H -1.8304 8.7262 1.5498  C55 1.083
62 H -3.8074 7.6116 0.5748  C56 1.082
63 C 0.7508 4.9669 -4.4886  C64 1.388, C68 1.388, H69 1.083
64 C 0.0547 4.7234 -3.3128  C63 1.388, C65 1.388, H70 1.083
65 C 0.2761 5.5195 -2.1978  C64 1.388, C66 1.388, H71 1.084
66 C 1.1938 6.5588 -2.2573  C65 1.388, C67 1.388, H72 1.083
67 C 1.8911 6.8015 -3.4326  C66 1.388, C68 1.388, H73 1.083
68 C 1.6693 6.0059 -4.5482  C63 1.388, C67 1.388, H74 1.083
69 H 0.5779 4.3469 -5.3589  C63 1.083
70 H -0.6595 3.9109 -3.2650  C64 1.083
71 H -0.2687 5.3339 -1.2790  C65 1.084
72 H 1.3639 7.1797 -1.3867  C66 1.083
73 H 2.6085 7.6109 -3.4793  C67 1.083
74 H 2.2133 6.1950 -5.4648  C68 1.083
75 C 8.5706 1.9563 1.3024  C76 1.388, C80 1.388, H81 1.083
76 C 9.3219 1.3842 0.2853  C75 1.388, C77 1.388, H82 1.082
77 C 10.6857 1.1911 0.4551  C76 1.388, C78 1.388, H83 1.082
78 C 11.2985 1.5706 1.6414  C77 1.388, C79 1.388, H84 1.082
79 C 10.5478 2.1441 2.6580  C78 1.388, C80 1.388, H85 1.082
80 C 9.1839 2.3360 2.4882  C75 1.388, C79 1.388, H86 1.083
81 H 7.5061 2.1058 1.1690  C75 1.083
82 H 8.8441 1.0894 -0.6402  C76 1.082
83 H 11.2716 0.7440 -0.3376  C77 1.082
84 H 12.3619 1.4180 1.7741  C78 1.082
85 H 11.0252 2.4405 3.5832  C79 1.082
86 H 8.5991 2.7843 3.2815  C80 1.083
87 C -9.6864 -8.3657 -5.4475  C88 1.388, C92 1.388, H93 1.083
88 C -8.9594 -8.9274 -6.4880  C87 1.388, C89 1.388, H94 1.082
89 C -7.5959 -9.1437 -6.3444  C88 1.388, C90 1.388, H95 1.083
90 C -6.9602 -8.7980 -5.1600  C89 1.388, C91 1.388, H96 1.083
91 C -7.6860 -8.2335 -4.1203  C90 1.388, C92 1.388, H97 1.083
92 C -9.0497 -8.0183 -4.2640  C87 1.388, C91 1.388, H98 1.083
93 H -10.7502 -8.1990 -5.5590  C87 1.083
94 H -9.4556 -9.1963 -7.4117  C88 1.082
95 H -7.0287 -9.5824 -7.1554  C89 1.083
96 H -5.8968 -8.9692 -5.0470  C90 1.083
97 H -7.1876 -7.9603 -3.1985  C91 1.083
98 H -9.6164 -7.5789 -3.4530  C92 1.083


no.,gap between HOMO and LUMO (eV)
1,9.2814
2,9.5443